C19H23N6O3PdS2 as an isolated structure, computed with ωB97M-V/def2-TZVPD.

XYZ file:
```
54
C19H23N6O3PdS2 ωB97M-V/def2-TZVPD
Pd -0.13066 -1.22431 -0.79470
N -0.96582 6.15117 1.83614
C -0.98464 5.07932 0.93523
C -0.70356 5.28578 -0.41525
C -0.67461 4.21746 -1.29456
C -0.93743 2.94130 -0.83722
C -1.20927 2.71857 0.50335
C -1.23097 3.78131 1.38724
S -0.91675 1.55044 -1.93945
O -1.95034 0.64034 -1.47228
O -1.02709 2.05287 -3.28642
N 0.44275 0.74406 -1.64219
C 1.65155 1.22268 -1.98262
N 1.81432 2.49734 -2.38657
C 3.04240 2.87268 -2.69183
C 4.14098 2.03144 -2.60532
C 3.87235 0.74018 -2.16854
N 2.66173 0.32070 -1.86098
H -1.17902 7.04070 1.41185
H -1.52467 5.99777 2.66134
H -0.49976 6.28792 -0.77450
H -0.44917 4.35909 -2.34301
H -1.39099 1.70604 0.84511
H -1.43551 3.60603 2.43703
H 3.15586 3.90437 -3.01505
H 5.13945 2.35874 -2.85504
H 4.67054 0.01067 -2.06317
C 0.02651 -2.44976 5.72080
C -0.32229 -1.81634 4.40413
C -1.44115 -0.99741 4.26936
C -1.63789 -0.42148 3.02467
N -0.83646 -0.65092 1.99405
C 0.16793 -1.52310 2.19866
S 1.17142 -1.94506 0.85968
N 0.47187 -2.08067 3.38081
H 0.08932 -1.69768 6.50861
H 0.97931 -2.96590 5.63645
H -0.74049 -3.16996 6.01157
H -2.10540 -0.80772 5.10075
H -2.46337 0.26168 2.84538
C 0.84154 -4.39192 -1.39823
C -0.57905 -3.89713 -1.69589
C -1.56944 -5.05920 -1.57479
C -0.62944 -3.31302 -3.11864
O -1.01936 -2.94756 -0.76093
H 1.10994 -5.20914 -2.07285
H 0.91037 -4.73829 -0.36753
H 1.56012 -3.57867 -1.53320
H -1.33594 -5.85072 -2.29161
H -2.58096 -4.69936 -1.76224
H -1.52773 -5.46835 -0.56531
H -0.34120 -4.05152 -3.87148
H 0.05825 -2.46482 -3.19205
H -1.63808 -2.96059 -3.33876
```

Output
Spin multiplicity   1
Total charge   -1
Maximum force   0.02454 hartree/bohr
HOMO energy   -4.663 eV
Gap between HOMO and LUMO   0.273 Ha
E_LUMO   2.8 eV
E   -60311.7346 eV

Here are the natural (NBO) charges for atoms 1 to 4, given in e: atom 1 (Pd): 0.83, atom 2 (N): -0.80, atom 3 (C): 0.17, atom 4 (C): -0.29


C19H23NRuSb as an isolated structure, computed with ωB97M-V/def2-TZVPD.

XYZ file:
```
45
C19H23NRuSb ωB97M-V/def2-TZVPD
C -1.55821 -0.37953 -1.24983
Ru 1.24287 0.30013 0.23829
N 1.79448 1.26737 -1.58934
H 0.33276 -0.72262 0.98794
H -2.11635 0.53457 -1.06784
H -2.08697 -1.22659 -0.75297
H -0.51947 -0.26923 -0.79192
H -1.50492 -0.60940 -2.29464
H 2.78200 1.10670 -1.77052
H 1.64008 2.28489 -1.51762
H 1.24316 0.92497 -2.36897
C 0.21174 5.20849 5.23865
C 1.02932 5.17397 4.09311
C 1.02527 4.05032 3.25122
C 0.19276 2.97049 3.55475
C -0.61208 2.97152 4.70528
C -0.60411 4.10858 5.54236
Sb 0.27287 1.21981 2.26706
C 2.27183 0.51925 2.94341
C 3.12165 0.15083 1.93358
C 4.42138 -0.28852 2.25852
C 4.75823 -0.41745 3.61904
C 3.84928 -0.08345 4.63492
C 2.58409 0.41933 4.30014
C -1.15628 0.06576 3.37303
C -0.76090 -1.06200 4.09556
C -1.74049 -1.82369 4.74700
C -3.09423 -1.48144 4.62130
C -3.47253 -0.37396 3.86044
C -2.50963 0.39170 3.20676
H 0.21336 6.08432 5.90141
H 1.67354 6.01942 3.86529
H 1.68387 4.01224 2.37427
H -1.22609 2.09314 4.96342
H -1.24166 4.10620 6.43752
H 2.78158 0.14619 0.85950
H 5.15280 -0.53326 1.49840
H 5.73723 -0.78187 3.91315
H 4.08978 -0.19120 5.69232
H 1.83971 0.73210 5.03935
H 0.29288 -1.34403 4.14971
H -1.43528 -2.69476 5.34766
H -3.85307 -2.09320 5.12736
H -4.53140 -0.10784 3.76759
H -2.79408 1.22841 2.58204
```

Output
Spin multiplicity   5
Total charge   +1
Maximum force   0.08451 hartree/bohr
HOMO energy (alpha / beta)   -10.038 / -11.771 eV
Gap between HOMO and LUMO (alpha / beta)   0.261 / 0.252 Ha
E_LUMO (alpha / beta)   -2.9 / -4.9 eV
E   -30673.7909 eV
<S²>   6.016

Here are the natural (NBO) charges for atoms 1 to 4, given in e: atom 1 (C): -0.81, atom 2 (Ru): 0.64, atom 3 (N): -1.08, atom 4 (H): -0.20


C19H24Br2F4N2S2 as an isolated structure, computed with ωB97M-V/def2-TZVPD.

XYZ file:
```
53
C19H24Br2F4N2S2 ωB97M-V/def2-TZVPD
C 0.91555 3.10767 -2.85483
C 2.10632 2.34677 -2.19262
C 1.71219 1.61877 -0.85327
C 1.31100 0.15652 -1.22537
C 0.58509 -0.64634 -0.13510
C -0.77802 -1.14401 -0.45173
C -1.41927 -0.81064 -1.80585
C -1.71124 0.73318 -1.95205
C -3.19045 1.12139 -2.03100
F -3.23560 2.45171 -2.40802
Br -4.18340 0.15346 -3.40801
C -3.96469 1.02002 -0.63227
F -5.00180 0.16386 -0.73306
F -3.13603 0.65191 0.35649
Br -4.75116 2.75290 -0.11905
C -1.52152 -1.89780 0.41854
C -2.91243 -2.45223 0.09708
C -2.78435 -3.79227 -0.70660
F -3.44812 -3.72877 -1.93689
C -0.98520 -2.23852 1.71624
N -1.52935 -2.96281 2.66715
S -0.45003 -2.97522 3.90977
N 0.69855 -2.05532 3.24031
C 0.35110 -1.69764 2.00199
C 1.15429 -0.91149 1.10435
C 2.54307 -0.32551 1.37651
S 3.47739 -0.95029 2.80877
C 3.25110 0.39433 4.04349
C 4.52828 1.31906 4.09575
H 0.18739 3.39717 -2.08465
H 0.47264 2.45276 -3.62281
H 1.31634 3.97886 -3.40188
H 2.49186 1.56800 -2.87714
H 2.95701 3.02093 -1.98473
H 2.64476 1.60817 -0.26818
H 0.93808 2.17621 -0.30171
H 2.25006 -0.39229 -1.44958
H 0.76225 0.20446 -2.17595
H -0.67842 -1.05300 -2.59029
H -2.30262 -1.41710 -2.03359
H -1.17864 1.24838 -1.13628
H -1.25878 1.06730 -2.90200
H -3.51410 -1.77970 -0.52794
H -3.42141 -2.71101 1.03799
H -1.72001 -4.00422 -0.91389
H -3.16696 -4.65052 -0.13007
H 2.44772 0.76618 1.48886
H 3.17916 -0.47406 0.48470
H 2.42058 1.05300 3.73024
H 2.99030 -0.00540 5.03247
H 4.29176 2.37235 3.87784
H 5.20020 0.95648 3.30058
H 5.05957 1.21436 5.05730
```

Output
Spin multiplicity   1
Maximum force   0.05105 hartree/bohr
HOMO energy   -8.327 eV
Gap between HOMO and LUMO   0.287 Ha
E_LUMO   -0.5 eV
E   -195696.8927 eV

Here are the natural (NBO) charges for atoms 1 to 4, given in e: atom 1 (C): -0.62, atom 2 (C): -0.39, atom 3 (C): -0.40, atom 4 (C): -0.44


C19H24BrClF6NOPSn as an isolated structure, computed with ωB97M-V/def2-TZVPD.

XYZ file:
```
55
C19H24BrClF6NOPSn ωB97M-V/def2-TZVPD
Sn 2.33057 -2.22960 -1.48685
C -3.73103 2.36235 -3.32568
C -3.26894 2.43590 -1.87116
C -4.38578 1.88318 -0.96676
C -2.99051 3.90665 -1.51272
C -2.00712 1.63319 -1.62177
C -1.38167 0.88903 -2.64650
C -0.24116 0.21114 -2.36899
Br 0.62031 -0.73339 -3.73486
C 0.37881 0.22593 -1.05185
O 1.49191 -0.34807 -0.84899
C -0.29736 0.94960 0.01439
C -1.43673 1.62123 -0.32990
C 0.17301 1.01996 1.47745
C 1.39944 0.17279 1.83856
C -0.98754 0.54028 2.36666
C 0.50381 2.48669 1.79667
H -4.62569 2.97414 -3.44186
H -3.99089 1.34385 -3.62255
H -2.97809 2.74931 -4.01627
H -5.29682 2.45839 -1.13865
H -4.13660 1.96204 0.09259
H -4.59680 0.83591 -1.19142
H -3.89304 4.49211 -1.69398
H -2.18814 4.32093 -2.12657
H -2.71824 4.03106 -0.46379
H -1.79981 0.86175 -3.64104
H -1.94795 2.17877 0.44225
H 1.25469 -0.88152 1.61107
H 1.55038 0.26348 2.91569
H 2.30449 0.51940 1.34141
H -1.27725 -0.48350 2.12074
H -1.86997 1.17411 2.28006
H -0.67029 0.56030 3.41020
H 1.29696 2.86365 1.14747
H 0.84762 2.56373 2.82985
H -0.36556 3.13662 1.68532
F 0.69863 -2.73159 -0.10455
P -0.05273 -4.20505 -0.71574
F -0.62891 -5.48984 -1.38546
F -0.13620 -4.72159 0.76361
F 1.48946 -4.72798 -0.83544
F 0.21080 -3.47118 -2.19486
F -1.43530 -3.45498 -0.62236
Cl 6.85062 -0.70994 1.90705
C 5.41870 -1.65944 1.82565
C 5.05704 -2.50676 2.85923
C 3.88907 -3.23809 2.73338
C 3.12364 -3.10399 1.58940
N 3.48890 -2.28344 0.59466
C 4.61440 -1.57413 0.70826
H 5.68209 -2.58620 3.73869
H 3.56971 -3.91261 3.51504
H 2.20590 -3.65744 1.46567
H 4.88515 -0.91715 -0.11044
```

Output
Spin multiplicity   2
Total charge   +1
Maximum force   0.01626 hartree/bohr
HOMO energy (alpha / beta)   -12.197 / -12.815 eV
Gap between HOMO and LUMO (alpha / beta)   0.336 / 0.251 Ha
E_LUMO (alpha / beta)   -3.0 / -6.0 eV
E   -137620.9265 eV
<S²>   0.772

Here are the natural (NBO) charges for atoms 1 to 4, given in e: atom 1 (Sn): 1.52, atom 2 (C): -0.61, atom 3 (C): -0.12, atom 4 (C): -0.59


C19H24Cl2GeN5Pt as an isolated structure, computed with ωB97M-V/def2-TZVPD.

XYZ file:
```
52
C19H24Cl2GeN5Pt ωB97M-V/def2-TZVPD
Pt 0.16728 0.96739 0.23172
N -2.83859 -2.13069 0.52567
C -2.11580 -1.04556 0.13452
N -1.03027 -0.59152 0.65454
C -0.50046 -1.28122 1.76694
N 0.60393 -0.90602 2.37782
N 1.11667 0.20673 1.77721
C 2.18286 0.79404 2.15491
C 2.54430 1.98307 1.35049
C 3.68319 2.70919 1.66074
C 3.97344 3.81759 0.87017
C 3.12493 4.15135 -0.18513
C 2.00687 3.36261 -0.41842
N 1.68852 2.28330 0.32030
C -1.22068 -2.49018 2.27701
C -0.74835 -3.21816 3.37522
C -1.45209 -4.33880 3.81633
C -2.62158 -4.72944 3.16321
C -3.09262 -4.00185 2.06653
C -2.39501 -2.87756 1.61650
H -3.68195 -2.39931 0.04226
H -2.55678 -0.53104 -0.73522
H 2.80496 0.47085 3.00257
H 4.32627 2.42911 2.48616
H 4.85507 4.41974 1.07263
H 3.33043 5.01038 -0.81501
H 1.31934 3.58574 -1.22898
H 0.16276 -2.91529 3.88547
H -1.08767 -4.90637 4.66925
H -3.16804 -5.60356 3.50955
H -4.00514 -4.32234 1.57168
C 2.37903 0.52577 -4.30615
Ge 0.55632 0.16919 -3.73297
C -0.66703 1.31303 -4.71942
C 0.12265 -1.69326 -4.08076
C 0.39220 0.52941 -1.82948
H 2.47092 0.31917 -5.39215
H 3.07699 -0.12823 -3.74415
H 2.62668 1.58884 -4.10895
H -0.57137 1.10547 -5.80485
H -0.41875 2.37599 -4.52226
H -1.70754 1.10856 -4.39353
H 0.21735 -1.89705 -5.16708
H -0.91790 -1.89703 -3.75491
H 0.82182 -2.34593 -3.51893
H 1.09201 -0.12422 -1.26951
Cl -1.65044 1.34378 1.68532
C -3.00924 1.63545 2.77681
Cl -2.91354 3.24623 3.49765
H -2.99242 0.88776 3.57354
H -3.94200 1.55272 2.21369
H -0.34154 2.48218 -0.39855
```

Output
Spin multiplicity   5
Total charge   +1
Maximum force   0.10190 hartree/bohr
HOMO energy (alpha / beta)   -8.465 / -11.383 eV
Gap between HOMO and LUMO (alpha / beta)   0.198 / 0.211 Ha
E_LUMO (alpha / beta)   -3.1 / -5.6 eV
E   -112335.0738 eV
<S²>   6.054

Here are the natural (NBO) charges for atoms 1 to 4, given in e: atom 1 (Pt): 1.17, atom 2 (N): -0.55, atom 3 (C): 0.36, atom 4 (N): -0.56